The molecule C6H12O. Source: the OMol25 dataset; level of theory: ωB97M-V/def2-TZVPD.

Properties
* SMILES: CO[C@H]1CC[C@H]1C
* energy above the lowest of the compared OMol25 structures with the same formula, charge and spin: 34.3 kcal/mol
* net charge: 0
* orbital gap: 10.44 eV

Structure (XYZ):
```
19
Properties=species:S:1:pos:R:3:lowdin_charge:R:1
C 2.22 -0.65 -0.27 -0.116
O 1.42 -0.64 0.88 -0.139
C 0.32 0.24 0.92 -0.324
C 0.13 1.41 -0.06 -0.125
C -1.39 1.19 0.11 -0.137
C -1.10 -0.26 0.57 -0.297
C -1.17 -1.29 -0.55 -0.066
H 3.07 -1.30 -0.05 0.090
H 2.60 0.35 -0.51 0.089
H 1.69 -1.04 -1.15 0.082
H 0.30 0.63 1.95 0.153
H 0.55 2.39 0.21 0.107
H 0.45 1.16 -1.07 0.102
H -2.01 1.31 -0.79 0.107
H -1.80 1.80 0.91 0.107
H -1.67 -0.62 1.43 0.131
H -2.21 -1.63 -0.69 0.077
H -0.84 -0.89 -1.52 0.078
H -0.56 -2.17 -0.32 0.079
```



The molecule CH2N4OS. Source: the OMol25 dataset; level of theory: ωB97M-V/def2-TZVPD.

Properties
* SMILES: On1nnnc1S
* energy above the lowest of the compared OMol25 structures with the same formula, charge and spin: 16.8 kcal/mol
* net charge: 0
* orbital gap: 10.17 eV

Structure (XYZ):
```
9
Properties=species:S:1:pos:R:3:lowdin_charge:R:1
C -0.49 0.48 -0.50 -0.709
H -0.29 -1.25 -1.97 -0.141
H 1.29 -1.49 1.11 0.116
N -0.82 1.64 0.04 0.010
N -0.26 1.67 1.25 -0.043
N 0.41 0.59 1.49 0.048
N 0.27 -0.15 0.40 -0.207
O 0.83 -1.39 0.28 0.069
S -0.94 -0.10 -2.09 0.856
```



The molecule C21H30N2O4S2. Source: the OMol25 dataset; level of theory: ωB97M-V/def2-TZVPD.

Properties
* SMILES: CC(C)S(=O)(=O)NC[C@H](C)c1ccc(-c2ccc(CCNS(C)(=O)=O)cc2)cc1
* energy above the lowest of the compared OMol25 structures with the same formula, charge and spin: 1.5 kcal/mol
* net charge: 0
* orbital gap: 8.99 eV

Structure (XYZ):
```
59
Properties=species:S:1:pos:R:3:lowdin_charge:R:1
C 4.69 -3.54 0.37 -0.093
C 5.38 -2.25 -0.02 -0.461
C 6.18 -2.35 -1.30 -0.101
H 6.94 -3.13 -1.21 0.085
H 6.67 -1.41 -1.52 0.068
H 5.52 -2.60 -2.12 0.083
H 5.97 -1.84 0.80 0.126
S 4.05 -1.02 -0.28 0.639
O 3.45 -0.76 1.00 -0.284
O 3.22 -1.46 -1.37 -0.286
N 4.92 0.31 -0.81 -0.122
H 4.67 0.52 -1.77 0.111
C 5.01 1.49 0.02 -0.209
H 4.85 1.15 1.05 0.116
H 6.02 1.90 -0.07 0.123
C 3.97 2.57 -0.34 -0.323
C 2.58 2.05 -0.11 -0.226
C 1.72 1.83 -1.18 -0.027
C 0.44 1.34 -0.98 -0.015
C 0.00 1.03 0.30 -0.186
C 0.86 1.24 1.37 -0.015
C 2.13 1.75 1.17 -0.043
H 2.77 1.91 2.02 0.117
H 0.53 1.01 2.37 0.120
C -1.35 0.51 0.55 -0.189
C -2.48 1.16 0.08 -0.011
C -3.75 0.72 0.42 -0.036
C -3.92 -0.41 1.21 -0.235
C -2.78 -1.10 1.64 -0.031
C -1.52 -0.64 1.33 -0.020
H -0.64 -1.17 1.68 0.118
H -2.90 -1.99 2.24 0.112
C -5.28 -0.91 1.58 -0.140
H -5.96 -0.06 1.76 0.109
H -5.23 -1.51 2.49 0.119
C -5.91 -1.76 0.47 -0.233
N -6.18 -1.02 -0.75 -0.137
S -7.41 0.11 -0.65 0.582
O -8.15 -0.07 0.56 -0.299
O -6.87 1.41 -0.94 -0.311
C -8.45 -0.40 -2.04 -0.129
H -8.75 -1.42 -1.85 0.061
H -7.86 -0.32 -2.94 0.062
H -9.30 0.26 -2.07 0.064
H -5.34 -0.58 -1.11 0.093
H -5.25 -2.60 0.22 0.126
H -6.87 -2.15 0.81 0.111
H -4.62 1.27 0.08 0.096
H -2.37 2.06 -0.52 0.118
H -0.21 1.18 -1.83 0.117
H 2.05 2.05 -2.19 0.113
C 4.24 3.85 0.46 -0.053
H 3.49 4.60 0.21 0.086
H 5.22 4.25 0.22 0.077
H 4.19 3.66 1.52 0.076
H 4.09 2.80 -1.41 0.138
H 4.07 -3.36 1.25 0.078
H 5.42 -4.32 0.60 0.085
H 4.06 -3.87 -0.44 0.085
```



C48H64N2O4S2SeSr as an isolated structure at a distorted geometry. Source: the OMol25 dataset; level of theory: ωB97M-V/def2-TZVPD.

Properties
* energy above the lowest of the compared OMol25 structures with the same formula, charge and spin: 33.2 kcal/mol
* net charge: -2
* orbital gap: 5.78 eV

Structure (XYZ):
```
122
Properties=species:S:1:pos:R:3:lowdin_charge:R:1
Sr -1.24 -0.60 -0.49 1.353
C 4.08 5.42 -1.50 -0.058
C 3.98 4.45 -0.32 -0.561
C 5.38 3.86 -0.03 -0.054
C 3.55 5.24 0.92 -0.071
C 3.01 3.32 -0.63 -0.193
C 1.88 3.04 0.12 -0.084
C 1.05 1.98 -0.18 -0.379
Se -0.44 1.69 1.02 1.103
C 0.54 0.57 2.25 -0.368
C 1.42 1.14 3.15 -0.072
C 2.19 0.34 3.99 -0.189
C 2.08 -1.03 3.80 -0.005
C 1.23 -1.65 2.89 -0.083
C 0.34 -0.83 2.13 -0.382
O -0.62 -1.27 1.39 -0.419
C 1.32 -3.18 2.79 -0.526
C 2.79 -3.59 2.58 -0.062
C 0.53 -3.80 1.63 -0.049
C 0.80 -3.81 4.10 -0.046
C 3.07 0.98 5.05 -0.560
C 3.84 -0.05 5.88 -0.077
C 4.10 1.92 4.39 -0.054
C 2.19 1.79 6.01 -0.054
C 1.28 1.11 -1.28 -0.389
O 0.49 0.12 -1.54 -0.387
C 2.42 1.42 -2.08 -0.090
C 3.24 2.49 -1.73 -0.001
C 2.72 0.58 -3.32 -0.534
C 3.97 1.03 -4.07 -0.083
C 2.93 -0.90 -2.93 -0.044
C 1.53 0.68 -4.30 -0.057
H 4.77 6.24 -1.27 0.074
H 3.09 5.85 -1.71 0.087
H 4.43 4.92 -2.40 0.071
H 6.08 4.65 0.23 0.075
H 5.76 3.33 -0.90 0.073
H 5.32 3.15 0.80 0.084
H 4.26 6.04 1.12 0.078
H 3.50 4.60 1.80 0.073
H 2.57 5.70 0.76 0.087
H 1.62 3.64 0.99 0.082
H 1.49 2.22 3.19 0.100
H 2.70 -1.68 4.42 0.084
H 3.18 -3.10 1.68 0.089
H 2.87 -4.67 2.45 0.074
H 3.43 -3.30 3.42 0.065
H 0.82 -3.36 0.68 0.090
H -0.53 -3.66 1.75 0.062
H 0.74 -4.88 1.59 0.081
H 1.38 -3.47 4.96 0.072
H 0.86 -4.90 4.05 0.078
H -0.24 -3.52 4.25 0.076
H 4.53 -0.63 5.25 0.082
H 3.15 -0.74 6.38 0.081
H 4.43 0.45 6.65 0.076
H 4.74 1.36 3.71 0.087
H 4.73 2.40 5.15 0.076
H 3.60 2.70 3.82 0.066
H 1.46 1.13 6.49 0.088
H 1.63 2.56 5.48 0.078
H 2.79 2.27 6.79 0.075
H 4.11 2.70 -2.35 0.087
H 4.86 0.96 -3.44 0.080
H 3.87 2.06 -4.42 0.079
H 4.12 0.39 -4.95 0.076
H 3.77 -0.99 -2.24 0.087
H 3.14 -1.49 -3.83 0.076
H 2.04 -1.29 -2.45 0.072
H 1.39 1.72 -4.60 0.087
H 0.62 0.33 -3.81 0.062
H 1.72 0.08 -5.19 0.078
O -2.75 1.69 2.91 -0.132
H -2.71 0.74 2.75 -0.003
H -3.35 2.06 2.25 -0.067
N -2.62 -2.42 -1.10 -0.086
C -3.42 -3.10 -0.40 -0.422
C -3.41 -3.16 1.11 -0.205
C -3.18 -4.37 1.76 -0.064
C -3.10 -4.43 3.15 -0.107
C -3.26 -3.28 3.90 -0.114
C -3.49 -2.07 3.27 -0.081
C -3.56 -2.01 1.88 -0.048
C -4.51 -3.96 -1.04 -0.166
C -4.40 -4.32 -2.38 -0.051
C -5.37 -5.09 -2.99 -0.112
C -6.49 -5.50 -2.28 -0.130
C -6.64 -5.11 -0.96 -0.108
C -5.66 -4.35 -0.34 -0.044
H -3.07 -5.28 1.18 0.117
H -2.92 -5.38 3.64 0.093
H -3.19 -3.32 4.99 0.092
H -3.64 -1.17 3.86 0.100
H -3.77 -1.07 1.38 0.115
H -3.52 -3.97 -2.91 0.091
H -5.26 -5.38 -4.03 0.087
H -7.24 -6.12 -2.75 0.084
H -7.52 -5.41 -0.40 0.090
H -5.78 -4.04 0.69 0.108
C -2.89 4.88 -0.96 -0.151
O -4.22 4.82 -1.46 -0.294
C -5.11 3.92 -0.94 -1.445
S -6.62 3.99 -1.67 0.383
S -4.65 2.86 0.27 0.511
H -2.55 5.90 -1.11 0.077
H -2.25 4.19 -1.52 0.084
H -2.85 4.61 0.09 0.031
C -1.93 -1.09 -5.99 -0.038
C -2.60 0.15 -5.40 -0.587
C -4.11 0.14 -5.70 -0.040
C -1.95 1.43 -5.95 -0.036
C -2.44 0.15 -3.94 -0.146
N -2.32 0.17 -2.80 0.175
H -2.04 -1.08 -7.07 0.084
H -2.38 -2.00 -5.59 0.088
H -0.87 -1.10 -5.74 0.080
H -4.27 0.19 -6.78 0.083
H -4.60 0.99 -5.23 0.096
H -4.57 -0.77 -5.32 0.091
H -2.10 1.47 -7.04 0.084
H -0.88 1.43 -5.75 0.069
H -2.39 2.31 -5.50 0.095
```



A 2-piece molecular cluster, C4HNO2 overall at a distorted geometry. Source: the OMol25 dataset; level of theory: ωB97M-V/def2-TZVPD.

Properties
* energy above the lowest of the compared OMol25 structures with the same formula, charge and spin: 121.2 kcal/mol
* net charge: 0
* 2S+1: 3
* orbital gap (spin up / spin down): 6.40 / 7.06 eV

Structure (XYZ):
```
8
Properties=species:S:1:pos:R:3:lowdin_charge:R:1
C -0.03 -0.12 0.62 -0.175
C 0.63 -1.54 -1.06 0.058
C 0.34 -0.12 -2.93 -0.025
C 0.05 1.10 -3.18 -0.153
N -0.30 0.86 0.01 0.052
O 0.54 -0.95 -2.05 -0.003
O -0.20 2.12 -3.70 0.185
H 0.02 -0.89 1.39 0.061
```



Question: Look up the energy above the lowest of the compared OMol25 structures with the same formula, charge and spin of the third one.
Answer: 1.5 kcal/mol



Copy entry 3 word for word.
The molecule C21H30N2O4S2. Source: the OMol25 dataset; level of theory: ωB97M-V/def2-TZVPD.

Properties
* SMILES: CC(C)S(=O)(=O)NC[C@H](C)c1ccc(-c2ccc(CCNS(C)(=O)=O)cc2)cc1
* energy above the lowest of the compared OMol25 structures with the same formula, charge and spin: 1.5 kcal/mol
* net charge: 0
* orbital gap: 8.99 eV

Structure (XYZ):
```
59
Properties=species:S:1:pos:R:3:lowdin_charge:R:1
C 4.69 -3.54 0.37 -0.093
C 5.38 -2.25 -0.02 -0.461
C 6.18 -2.35 -1.30 -0.101
H 6.94 -3.13 -1.21 0.085
H 6.67 -1.41 -1.52 0.068
H 5.52 -2.60 -2.12 0.083
H 5.97 -1.84 0.80 0.126
S 4.05 -1.02 -0.28 0.639
O 3.45 -0.76 1.00 -0.284
O 3.22 -1.46 -1.37 -0.286
N 4.92 0.31 -0.81 -0.122
H 4.67 0.52 -1.77 0.111
C 5.01 1.49 0.02 -0.209
H 4.85 1.15 1.05 0.116
H 6.02 1.90 -0.07 0.123
C 3.97 2.57 -0.34 -0.323
C 2.58 2.05 -0.11 -0.226
C 1.72 1.83 -1.18 -0.027
C 0.44 1.34 -0.98 -0.015
C 0.00 1.03 0.30 -0.186
C 0.86 1.24 1.37 -0.015
C 2.13 1.75 1.17 -0.043
H 2.77 1.91 2.02 0.117
H 0.53 1.01 2.37 0.120
C -1.35 0.51 0.55 -0.189
C -2.48 1.16 0.08 -0.011
C -3.75 0.72 0.42 -0.036
C -3.92 -0.41 1.21 -0.235
C -2.78 -1.10 1.64 -0.031
C -1.52 -0.64 1.33 -0.020
H -0.64 -1.17 1.68 0.118
H -2.90 -1.99 2.24 0.112
C -5.28 -0.91 1.58 -0.140
H -5.96 -0.06 1.76 0.109
H -5.23 -1.51 2.49 0.119
C -5.91 -1.76 0.47 -0.233
N -6.18 -1.02 -0.75 -0.137
S -7.41 0.11 -0.65 0.582
O -8.15 -0.07 0.56 -0.299
O -6.87 1.41 -0.94 -0.311
C -8.45 -0.40 -2.04 -0.129
H -8.75 -1.42 -1.85 0.061
H -7.86 -0.32 -2.94 0.062
H -9.30 0.26 -2.07 0.064
H -5.34 -0.58 -1.11 0.093
H -5.25 -2.60 0.22 0.126
H -6.87 -2.15 0.81 0.111
H -4.62 1.27 0.08 0.096
H -2.37 2.06 -0.52 0.118
H -0.21 1.18 -1.83 0.117
H 2.05 2.05 -2.19 0.113
C 4.24 3.85 0.46 -0.053
H 3.49 4.60 0.21 0.086
H 5.22 4.25 0.22 0.077
H 4.19 3.66 1.52 0.076
H 4.09 2.80 -1.41 0.138
H 4.07 -3.36 1.25 0.078
H 5.42 -4.32 0.60 0.085
H 4.06 -3.87 -0.44 0.085
```



Question: Look up the net charge of the first one.
Answer: 0



What did the fifth record say?
A 2-piece molecular cluster, C4HNO2 overall at a distorted geometry. Source: the OMol25 dataset; level of theory: ωB97M-V/def2-TZVPD.

Properties
* energy above the lowest of the compared OMol25 structures with the same formula, charge and spin: 121.2 kcal/mol
* net charge: 0
* 2S+1: 3
* orbital gap (spin up / spin down): 6.40 / 7.06 eV

Structure (XYZ):
```
8
Properties=species:S:1:pos:R:3:lowdin_charge:R:1
C -0.03 -0.12 0.62 -0.175
C 0.63 -1.54 -1.06 0.058
C 0.34 -0.12 -2.93 -0.025
C 0.05 1.10 -3.18 -0.153
N -0.30 0.86 0.01 0.052
O 0.54 -0.95 -2.05 -0.003
O -0.20 2.12 -3.70 0.185
H 0.02 -0.89 1.39 0.061
```